The following is a quantum chemistry calculation of the ion C10H16NO4 with charge +1, from the Open Molecules 2025 dataset.

Geometry as ORCA input:
```
! RIJCOSX wB97M-V def2-TZVPD def2/J DEFGRID3
* xyz 1 1
C -0.59871 0.19157 0.90643
C 2.92297 -2.01339 2.95597
C 2.33160 -0.86212 2.91779
C 2.08009 -0.24192 1.64568
C -2.05045 -0.11767 -0.62807
C 0.30231 1.26948 1.46311
C -0.49334 -0.27197 -0.66552
C -2.68166 0.75235 -1.59258
C 0.26454 0.66074 -1.50723
C -0.01823 -1.70994 -0.75567
N -0.21586 2.47216 1.32385
O -0.39117 -0.90368 1.73093
O 2.32882 -0.44256 0.48864
O -1.96822 0.52894 0.69344
O 1.47650 1.06877 1.91392
H 3.16462 -2.55726 3.80633
H 3.31624 -2.54658 2.07220
H 1.74012 -0.42621 3.77247
H -2.43202 -1.05128 -0.35321
H -3.16923 0.12412 -2.40700
H -2.14664 1.46615 -2.26014
H -3.37075 1.38783 -1.17275
H 0.07614 1.72289 -1.17444
H 0.09264 0.49959 -2.57740
H 1.31118 0.29924 -1.41733
H -0.24510 -2.04845 -1.77836
H -0.52700 -2.32633 -0.13203
H 1.09684 -1.65828 -0.54181
H -0.96010 -0.90958 2.47567
H -1.17736 2.69241 0.99157
H 0.32749 3.19538 1.78194
*
```

Values from the calculation:
* E: -746.03025 a.u.
* HOMO: -13.95 eV

Atomic partial charges in e from the natural (NBO) method, atoms 1 to 4: number 1, C, carries 0.40; number 2, C, carries -0.18; number 3, C, carries -0.38; number 4, C, carries 0.80


The following is a quantum chemistry calculation of a structure of composition CH3Cl2N, from the Open Molecules 2025 dataset.

Geometry as ORCA input:
```
! RIJCOSX wB97M-V def2-TZVPD def2/J DEFGRID3
* xyz 0 1
C -1.06165 0.68722 0.97920
N 1.17212 -0.45801 -1.37121
Cl -0.67846 0.40718 -0.59406
Cl 1.54417 -0.99417 0.17486
H -1.14608 -0.13073 1.61179
H -0.87804 1.75896 1.25343
H 1.04795 -1.27045 -2.05400
*
```

Values from the calculation:
* E: -1014.83787 a.u.
* HOMO (spin up / spin down): -9.29 / -8.17 eV

Atomic partial charges in e from the natural (NBO) method, atoms 1 to 4: number 1, C, carries -0.45; number 2, N, carries -0.64; number 3, Cl, carries 0.25; number 4, Cl, carries 0.10


The following is a quantum chemistry calculation of the molecule C4H4N2O2, from the Open Molecules 2025 dataset.

Geometry as ORCA input:
```
! RIJCOSX wB97M-V def2-TZVPD def2/J DEFGRID3
* xyz 0 1
C -2.22199 -0.54265 -0.04351
C 0.04127 0.05887 -0.06266
C 1.17831 0.90043 -0.08095
C 2.20995 0.02262 0.02295
H -1.76085 -1.53980 -0.08020
H -1.40453 1.24590 0.55765
H 1.11717 1.94559 -0.37157
H 3.33009 0.29717 -0.06758
N -1.21795 0.42226 0.15517
N 0.33482 -1.22545 0.00231
O -3.40443 -0.32956 -0.06669
O 1.79815 -1.25537 0.03507
*
```

Values from the calculation:
* E: -414.74407 a.u.
* HOMO: -9.78 eV

Atomic partial charges in e from the natural (NBO) method, atoms 1 to 4: number 1, C, carries 0.54; number 2, C, carries 0.31; number 3, C, carries -0.41; number 4, C, carries 0.19